{"formula": "C18H22F2N4O2", "method": "wB97M-V/def2-TZVPD", "e_above_lowest_ev": 0.000, "smiles": "[H]/N=C(/N)c1cccc(Oc2nc(NCCOCCC)c(F)c(C)c2F)c1", "homo_energy_ev": -8.0, "homo_lumo_gap_ev": 8.5, "multiplicity": 1, "species": ["H", "N", "C", "N", "C", "C", "C", "C", "C", "O", "C", "N", "C", "N", "C", "C", "O", "C", "C", "C", "C", "F", "C", "C", "C", "F", "C", "H", "H", "H", "H", "H", "H", "H", "H", "H", "H", "H", "H", "H", "H", "H", "H", "H", "H", "H", "H", "H"], "positions_angstrom": [[3.90867, 4.26105, -1.10995], [3.55520, 4.47327, -0.16841], [2.34194, 4.13393, 0.12065], [2.06235, 4.62144, 1.35962], [1.38493, 3.44120, -0.75509], [1.71428, 3.15042, -2.10890], [0.79534, 2.54166, -2.94536], [-0.46957, 2.12533, -2.42478], [-0.83210, 2.38433, -1.09021], [-2.08738, 2.10942, -0.68517], [-2.27860, 0.92861, 0.03424], [-1.26188, 0.03810, 0.12502], [-1.39430, -1.11810, 0.76963], [-0.22073, -1.81332, 0.75123], [0.26742, -2.64226, 1.85657], [1.78952, -2.75760, 1.75606], [2.32646, -1.43021, 1.80445], [3.73673, -1.46182, 1.73500], [4.20689, -0.00870, 1.70619], [3.96796, 0.60328, 0.31377], [-2.58277, -1.48732, 1.41001], [-2.66095, -2.63664, 2.11865], [-3.66772, -0.62935, 1.33418], [-4.97350, -0.98358, 1.91098], [-3.52367, 0.59179, 0.65403], [-4.58167, 1.42025, 0.51098], [0.10621, 3.04109, -0.26047], [1.09633, 4.73552, 1.57858], [2.77971, 5.24078, 1.67764], [2.70155, 3.35985, -2.48267], [1.03623, 2.35061, -3.99592], [-1.19915, 1.65727, -3.04777], [0.51233, -1.24146, 0.31839], [-0.16280, -3.66844, 1.82860], [-0.03523, -2.22435, 2.80422], [2.18816, -3.41748, 2.51963], [2.06654, -3.21070, 0.79808], [4.11099, -2.01012, 0.86676], [4.10520, -2.03196, 2.61624], [3.62699, 0.53346, 2.44689], [5.24173, 0.05894, 1.87481], [2.90762, 0.68395, 0.10060], [4.40403, 1.61252, 0.23276], [4.50737, -0.00336, -0.40430], [-5.15590, -2.08737, 1.84138], [-5.78989, -0.47199, 1.39068], [-4.95005, -0.66698, 2.96247], [-0.22036, 3.30551, 0.75052]], "atomic_forces_ev_per_a": [[-0.54, -0.31, 0.56], [0.42, -0.45, -1.48], [2.82, 1.54, -0.42], [-1.93, -1.30, 0.22], [-1.74, -1.13, -0.36], [-0.47, -0.07, 0.97], [-1.22, -0.59, 0.75], [0.97, 0.92, 0.57], [2.98, 0.76, -1.40], [-1.59, -1.50, 1.51], [0.10, -1.87, 0.67], [-1.92, 2.28, -0.54], [0.56, 0.34, 0.34], [0.93, -0.93, 0.02], [-0.02, -0.80, -0.55], [-0.70, 0.87, -0.56], [-0.20, -1.13, -0.11], [0.42, 0.30, 0.94], [-1.45, -0.32, -1.13], [0.42, 0.50, 0.58], [0.38, 0.87, -0.37], [-0.08, 0.05, -0.24], [0.44, 0.61, -0.92], [-0.85, -0.89, 0.42], [1.61, 0.33, -1.01], [0.12, -0.12, 0.18], [0.15, 0.32, -0.59], [-0.18, 0.40, 0.58], [-0.12, 0.30, 0.27], [0.10, 0.27, -0.05], [-0.09, 0.04, 0.47], [-0.29, -0.28, -0.41], [-0.46, -0.34, 0.39], [0.22, 0.57, -0.15], [0.09, 0.30, 0.49], [0.10, 0.10, 0.51], [-0.09, -0.03, -0.14], [-0.21, -0.02, -0.34], [0.03, 0.44, -0.20], [0.22, 0.13, 0.29], [1.39, 0.00, 0.71], [-0.12, -0.16, -0.29], [-0.24, -0.25, 0.20], [-0.23, -0.20, -0.44], [0.21, 0.99, 0.26], [0.21, -0.04, 0.23], [-0.39, -0.26, -0.13], [0.26, -0.24, -0.28]], "nbo_charge": [0.333, -0.735, 0.416, -0.803, -0.105, -0.178, -0.202, -0.245, 0.379, -0.493, 0.457, -0.508, 0.323, -0.596, -0.227, -0.071, -0.550, -0.054, -0.414, -0.610, 0.324, -0.325, -0.089, -0.644, 0.278, -0.316, -0.242, 0.376, 0.415, 0.215, 0.222, 0.222, 0.415, 0.199, 0.192, 0.180, 0.170, 0.159, 0.161, 0.212, 0.203, 0.212, 0.220, 0.194, 0.235, 0.240, 0.236, 0.216]}

{"formula": "C18H22F3N6S2V", "method": "wB97M-V/def2-TZVPD", "charge": -1, "e_above_lowest_ev": 0.341, "homo_energy_ev": [-2.1, -2.1], "homo_lumo_gap_ev": [4.6, 4.7], "multiplicity": 2, "s_squared": 0.799, "species": ["V", "C", "C", "N", "N", "C", "N", "S", "C", "C", "C", "C", "C", "N", "H", "H", "H", "H", "H", "H", "H", "H", "H", "H", "F", "C", "F", "F", "C", "C", "C", "C", "N", "C", "S", "H", "H", "H", "C", "C", "C", "C", "N", "H", "H", "H", "H", "H", "H", "H", "H", "H"], "positions_angstrom": [[0.22064, -0.24512, -0.47246], [-2.40057, 2.57763, 1.49972], [-1.54052, 1.84737, 0.52767], [-0.96806, 0.59963, 0.87872], [-1.21047, 0.10832, 2.13556], [-0.70859, -1.02786, 2.55412], [-1.16268, -1.47933, 3.80292], [0.36640, -1.96505, 1.62878], [-1.15739, 2.28559, -0.68898], [-1.65195, 3.47622, -1.37819], [-1.20156, 3.80751, -2.59649], [-0.21781, 2.98374, -3.26235], [0.21022, 1.87264, -2.61184], [-0.19306, 1.47792, -1.37901], [-1.86250, 2.82830, 2.42767], [-2.74958, 3.51760, 1.07967], [-3.29870, 2.01471, 1.79998], [-1.90030, 0.58726, 2.69717], [-1.31042, -0.75089, 4.48722], [-0.55786, -2.20046, 4.16245], [-2.40894, 4.08621, -0.90085], [-1.59246, 4.69093, -3.09135], [0.16268, 3.22234, -4.24496], [0.93624, 1.21374, -3.07593], [6.59454, -0.03992, 0.16563], [5.41922, -0.43134, -0.39330], [5.46330, -0.04238, -1.67729], [5.42399, -1.77876, -0.37593], [4.24742, 0.14626, 0.35515], [4.45372, 0.78471, 1.55387], [3.38454, 1.31004, 2.27526], [2.12651, 1.15746, 1.73130], [1.91804, 0.54501, 0.57827], [2.92431, 0.00628, -0.13633], [2.36614, -0.82752, -1.53334], [5.46191, 0.88418, 1.93417], [3.52446, 1.81599, 3.21904], [1.23415, 1.53974, 2.21681], [-2.42262, -3.01724, -0.95501], [-1.67091, -2.15623, -1.97010], [-0.86870, -3.05063, -2.91731], [-2.65723, -1.29900, -2.76836], [-0.78052, -1.27538, -1.27155], [-3.11709, -3.69534, -1.46226], [-2.98876, -2.38037, -0.27187], [-1.72062, -3.60234, -0.35843], [-1.52537, -3.75248, -3.44149], [-0.12126, -3.61355, -2.35556], [-0.34449, -2.44065, -3.65607], [-3.31340, -1.92414, -3.38404], [-2.11286, -0.61003, -3.41664], [-3.27077, -0.70274, -2.09038]], "atomic_forces_ev_per_a": [[-1.52, -1.52, 0.05], [-0.17, -0.02, 0.07], [0.15, -0.57, 0.65], [-0.04, 0.73, 0.19], [-0.07, 0.24, -0.30], [0.21, -0.38, 0.08], [-0.03, 0.01, -0.06], [-0.12, 0.37, 0.05], [0.33, 0.25, -0.97], [0.05, -0.34, 0.54], [0.34, -0.06, -0.55], [-0.32, 0.39, 0.08], [0.04, -0.34, 0.36], [-0.44, 1.07, -0.07], [0.02, 0.00, -0.03], [0.01, 0.01, -0.01], [0.02, 0.00, -0.05], [-0.06, -0.03, 0.02], [0.02, 0.03, 0.01], [0.02, -0.02, -0.01], [0.00, -0.02, 0.03], [0.02, -0.01, 0.00], [-0.02, 0.03, 0.01], [0.00, -0.02, 0.02], [-0.01, -0.09, -0.09], [-0.26, 0.12, 0.16], [0.06, -0.08, 0.09], [0.06, 0.11, -0.09], [-0.01, -0.22, -0.37], [0.10, 0.21, 0.27], [0.01, -0.05, -0.08], [-0.07, 0.18, 0.04], [0.72, 0.12, 0.20], [0.35, 0.05, 0.06], [0.43, 0.03, 0.04], [-0.01, -0.01, 0.00], [0.04, 0.00, 0.00], [0.00, -0.02, 0.01], [-0.08, -0.05, 0.07], [0.13, 0.18, 0.16], [0.07, -0.02, -0.05], [-0.08, 0.01, -0.07], [0.06, -0.26, -0.51], [0.01, 0.01, 0.02], [0.01, 0.00, -0.01], [0.00, 0.01, -0.03], [0.01, 0.01, 0.00], [-0.02, 0.00, 0.01], [-0.01, 0.00, 0.02], [0.01, 0.01, 0.02], [0.01, -0.02, 0.00], [0.03, 0.00, 0.00]], "nbo_charge": [0.879, -0.643, 0.019, -0.459, -0.363, 0.239, -0.828, -0.211, 0.081, -0.249, -0.205, -0.420, 0.092, -0.590, 0.183, 0.228, 0.184, 0.384, 0.361, 0.393, 0.186, 0.189, 0.199, 0.196, -0.345, 0.986, -0.317, -0.323, -0.243, -0.115, -0.324, 0.109, -0.512, 0.129, -0.151, 0.221, 0.212, 0.204, -0.599, 0.059, -0.596, -0.599, -0.486, 0.187, 0.209, 0.219, 0.187, 0.215, 0.211, 0.186, 0.218, 0.211]}

{"formula": "C18H22F4N4Ru", "method": "wB97M-V/def2-TZVPD", "charge": 2, "e_above_lowest_ev": 0.000, "homo_energy_ev": [-14.9, -15.0], "homo_lumo_gap_ev": [9.7, 6.5], "multiplicity": 5, "s_squared": 6.044, "species": ["Ru", "C", "N", "C", "C", "C", "N", "C", "C", "F", "C", "F", "C", "C", "F", "C", "F", "H", "H", "H", "H", "H", "H", "H", "H", "H", "H", "H", "C", "C", "N", "H", "H", "H", "C", "C", "C", "C", "C", "C", "N", "H", "H", "H", "H", "H", "H", "H", "H"], "positions_angstrom": [[-0.54390, 0.06823, 0.43139], [-1.86158, 2.61689, 0.22445], [-1.36847, 1.78937, 1.35265], [-2.41263, 1.65891, 2.38663], [-0.17218, 2.39495, 1.98418], [0.96322, 2.48071, 0.98910], [1.18301, 1.14343, 0.42634], [2.42065, 0.91589, -0.12099], [3.01546, -0.36759, -0.03626], [2.38907, -1.29171, 0.68794], [4.25575, -0.64606, -0.56033], [4.74514, -1.87114, -0.44749], [4.99515, 0.34786, -1.18083], [4.46402, 1.62389, -1.24950], [5.15101, 2.59429, -1.82441], [3.21255, 1.91254, -0.74030], [2.72639, 3.13628, -0.91209], [-1.89034, 3.67643, 0.49469], [-2.86767, 2.30671, -0.04837], [-1.21756, 2.50385, -0.65012], [-2.60573, 2.62775, 2.85321], [-2.08340, 0.96131, 3.15535], [-3.34076, 1.30286, 1.94978], [0.13520, 1.74896, 2.80896], [-0.40561, 3.38550, 2.38513], [1.86029, 2.82744, 1.50396], [0.74543, 3.21140, 0.20779], [5.97527, 0.13599, -1.58682], [-4.79684, -1.71005, 0.55627], [-3.46667, -1.16947, 0.51471], [-2.41142, -0.72478, 0.48353], [-5.05308, -1.99677, 1.57724], [-4.87457, -2.58690, -0.08765], [-5.51369, -0.96393, 0.20952], [-0.32377, -0.36612, -2.85763], [-0.17800, -1.60323, -2.06275], [-0.06684, -2.96090, -2.48684], [0.02833, -3.72378, -1.35530], [-0.02710, -2.82709, -0.24061], [0.05722, -3.13243, 1.19910], [-0.13812, -1.54964, -0.69992], [-0.27490, -0.56223, -3.92548], [0.46022, 0.34848, -2.59020], [-1.28673, 0.10837, -2.63851], [-0.04421, -3.30292, -3.50906], [0.14501, -4.79380, -1.29046], [-0.67277, -3.88862, 1.49321], [-0.06903, -2.23047, 1.80119], [1.03919, -3.55868, 1.42563]], "atomic_forces_ev_per_a": [[0.17, 0.24, 0.12], [-0.08, 0.24, -0.02], [0.07, 0.16, -0.05], [-0.14, -0.03, 0.19], [0.34, 0.10, -0.02], [-0.10, 0.19, 0.17], [0.18, 0.12, -0.07], [0.32, -0.23, -0.10], [-0.32, 0.22, 0.11], [-0.15, -0.30, 0.00], [0.04, 0.12, -0.12], [-0.01, -0.04, 0.08], [-0.04, -0.02, 0.05], [-0.01, -0.06, 0.03], [-0.01, 0.05, -0.07], [-0.07, -0.11, 0.00], [-0.01, 0.11, -0.02], [-0.02, -0.03, 0.04], [0.02, -0.08, 0.04], [0.02, 0.02, 0.03], [0.03, 0.02, -0.04], [0.02, 0.01, -0.02], [0.03, -0.03, -0.05], [-0.13, 0.05, 0.07], [-0.06, -0.02, -0.03], [0.03, 0.00, -0.04], [0.00, -0.07, -0.03], [0.01, 0.01, 0.00], [-0.59, -0.22, 0.02], [0.37, 0.13, -0.07], [-0.61, -0.29, 0.19], [0.05, 0.01, -0.01], [0.09, 0.02, 0.01], [0.06, 0.02, 0.01], [-0.01, -0.04, -0.06], [0.18, 0.08, 0.10], [0.03, -0.20, 0.12], [0.03, 0.04, -0.19], [-0.01, 0.15, -0.08], [0.10, -0.09, -0.02], [0.29, -0.30, -0.24], [0.00, 0.01, 0.00], [0.02, -0.01, -0.03], [-0.01, 0.00, -0.05], [-0.04, 0.05, -0.02], [-0.01, 0.00, 0.02], [-0.06, 0.05, -0.02], [-0.03, -0.08, 0.07], [0.01, 0.04, 0.01]], "nbo_charge": [1.013, -0.443, -0.425, -0.417, -0.240, -0.283, -0.395, -0.003, 0.342, -0.295, 0.340, -0.269, -0.244, 0.335, -0.263, 0.377, -0.288, 0.234, 0.232, 0.213, 0.225, 0.226, 0.215, 0.228, 0.236, 0.250, 0.243, 0.283, -0.753, 0.531, -0.456, 0.296, 0.297, 0.295, -0.688, 0.350, -0.227, -0.228, 0.367, -0.679, -0.580, 0.269, 0.247, 0.245, 0.261, 0.261, 0.268, 0.217, 0.283]}